No. 1
This record from the Open Molecules 2025 dataset describes a cluster of 4 separate species, C4H7Cl9 in total at a distorted geometry. The level of theory is ωB97M-V/def2-TZVPD.

Values from the calculation:
highest occupied orbital energy: -10.89 eV
LUMO energy: 0.39 eV
max |F|: 1.346 eV Å⁻¹
structure (SMILES): ClC(Cl)Cl.ClCCl.ClCCl.ClCCl
HOMO-LUMO gap: 0.41464 Ha
relative energy (zero: lowest compared OMol25 entry of this formula, charge and spin): 0.323 eV
E_tot: -4298.31701 Ha

ORCA input file:
```
! RIJCOSX wB97M-V def2-TZVPD def2/J DEFGRID3
* xyz 0 1
C 8.7330 -17.5133 15.6209
Cl 7.8660 -19.0577 15.8170
Cl 8.2183 -16.3192 16.7764
Cl 8.4549 -16.8862 13.9589
H 9.7705 -17.8099 15.6724
C 8.4168 -20.7547 18.8915
Cl 7.0882 -21.8729 18.6700
Cl 9.2043 -20.8661 20.4873
H 9.1505 -21.0293 18.1376
H 8.1211 -19.7360 18.6667
C 5.9242 -21.7257 14.2466
Cl 4.5680 -22.6031 15.0268
Cl 5.4451 -20.3180 13.3186
H 6.6214 -21.4451 15.0253
H 6.3620 -22.4524 13.5729
C 11.3798 -21.5533 14.1837
Cl 9.7137 -22.2141 14.1398
Cl 11.3418 -19.8359 14.5570
H 11.9214 -22.0777 14.9602
H 11.8517 -21.6745 13.2173
*
```

No. 2
This record from the Open Molecules 2025 dataset describes a structure of composition C12H7AuN5OS2. The level of theory is ωB97M-V/def2-TZVPD.

Values from the calculation:
highest occupied orbital energy: -11.96 eV
LUMO energy: -5.43 eV
max |F|: 0.745 eV Å⁻¹
HOMO-LUMO gap: 0.23998 Ha
relative energy (zero: lowest compared OMol25 entry of this formula, charge and spin): 0.022 eV
E_tot: -1742.21163 Ha

ORCA input file:
```
! RIJCOSX wB97M-V def2-TZVPD def2/J DEFGRID3
* xyz 1 1
Au -0.1245 0.1268 0.2976
O -1.2187 0.6262 -1.3220
N -1.2469 1.9589 -1.5824
C -1.7648 2.2935 -2.7825
C -1.8631 3.6091 -3.1423
C -1.4040 4.5858 -2.2589
C -0.8521 4.2140 -1.0547
C -0.7737 2.8654 -0.7101
S -0.1084 2.3394 0.8105
H -2.0707 1.4534 -3.3871
H -2.2765 3.8641 -4.1061
H -1.4654 5.6322 -2.5232
H -0.4638 4.9456 -0.3606
S -0.9107 -4.3842 -0.0126
C -2.2429 -3.5208 0.6187
C -1.9691 -2.1974 0.6621
N -0.7111 -1.8849 0.1961
C -0.0478 -2.9476 -0.1953
H -3.1457 -4.0180 0.9301
H -2.6228 -1.4179 1.0192
H 0.9576 -2.9101 -0.5842
N 1.1218 -0.3350 1.7547
C 0.8744 -0.6599 2.8704
C 0.5844 -1.0611 4.1172
C 0.5158 -0.0972 5.1645
N 0.4428 0.7119 5.9768
C 0.3389 -2.4502 4.3233
N 0.1112 -3.5712 4.4364
*
```

No. 3
This record from the Open Molecules 2025 dataset describes the ion C2H4NO with charge +1 at a distorted geometry. The level of theory is ωB97M-V/def2-TZVPD.

Values from the calculation:
highest occupied orbital energy: -14.68 eV
LUMO energy: -4.15 eV
max |F|: 7.292 eV Å⁻¹
structure (SMILES): [NH3+]C#CO
HOMO-LUMO gap: 0.38720 Ha
relative energy (zero: lowest compared OMol25 entry of this formula, charge and spin): 2.072 eV
E_tot: -208.19450 Ha

ORCA input file:
```
! RIJCOSX wB97M-V def2-TZVPD def2/J DEFGRID3
* xyz 1 1
C 0.4968 -0.1380 -0.1298
C 1.7389 0.1676 -0.0333
N -0.8467 -0.1731 0.2952
O 2.9782 0.2594 -0.1571
H -1.2803 0.6190 0.5683
H -0.8477 -0.7590 1.0556
H -1.4667 -0.5583 -0.4486
H 3.4076 1.1727 -0.5827
*
```

No. 4
This record from the Open Molecules 2025 dataset describes a cluster of 2 separate species, C4H15N2O2 in total at a distorted geometry. The level of theory is ωB97M-V/def2-TZVPD.

Values from the calculation:
highest occupied orbital energy: -14.08 eV
LUMO energy: -2.72 eV
max |F|: 1.181 eV Å⁻¹
HOMO-LUMO gap: 0.41778 Ha
relative energy (zero: lowest compared OMol25 entry of this formula, charge and spin): 0.350 eV
E_tot: -421.18060 Ha

ORCA input file:
```
! RIJCOSX wB97M-V def2-TZVPD def2/J DEFGRID3
* xyz 1 1
N -0.9637 -1.6270 0.0502
C 0.0183 -0.8213 0.8431
C -0.1790 0.6659 0.5022
C -1.2818 1.3412 1.3104
O -0.5003 0.6948 -0.8971
C 1.4166 -1.2768 0.3657
N 1.4775 -2.7118 0.1047
H -1.2551 -1.0667 -0.7558
H -0.4215 -2.4404 -0.3024
H -1.7406 -1.9748 0.6024
H -0.1917 -1.0197 1.8895
H 0.7601 1.2038 0.6275
H -2.2574 0.8994 1.1411
H -1.0004 1.2816 2.3684
H -1.2755 2.3982 1.0646
H -0.3325 1.5867 -1.2729
H 2.1919 -0.8735 0.9812
H 1.5254 -0.8063 -0.6157
H 1.7455 -3.3005 0.8785
H 2.0686 -2.8782 -0.6948
H 0.5153 3.9852 -1.6481
H 0.1477 3.1217 -2.8675
O 0.0679 3.1709 -1.8990
*
```

No. 5
This record from the Open Molecules 2025 dataset describes an isolated molecule of C5H6N2S at a distorted geometry. The level of theory is ωB97M-V/def2-TZVPD.

Values from the calculation:
highest occupied orbital energy (spin up / spin down): -8.37 / -8.37 eV
LUMO energy (spin up / spin down): -1.33 / -1.33 eV
max |F|: 4.877 eV Å⁻¹
HOMO-LUMO gap (spin up / spin down): 0.25845 / 0.25852 Ha
relative energy (zero: lowest compared OMol25 entry of this formula, charge and spin): 5.271 eV
E_tot: -701.64525 Ha

ORCA input file:
```
! RIJCOSX wB97M-V def2-TZVPD def2/J DEFGRID3
* xyz 0 1
C 2.3347 -0.7908 -0.0671
C 1.8715 0.3990 -0.2761
C 0.2229 -1.6970 0.0553
C -1.4847 0.1278 0.0828
C -1.4564 1.6308 -0.0171
N 1.5123 -1.8993 0.0596
N -0.3104 -0.4979 -0.0950
S -2.7925 -0.8116 0.4778
H 3.3577 -1.0993 -0.2404
H 1.5994 1.3927 -0.1077
H -0.5051 -2.5410 -0.0330
H -1.5155 1.9319 1.1239
H -2.3969 1.9930 -0.4056
H -0.4369 1.8618 -0.5577
*
```

No. 6
This record from the Open Molecules 2025 dataset describes a structure of composition C45H39BrN4O3PbS7. The level of theory is ωB97M-V/def2-TZVPD.

Values from the calculation:
highest occupied orbital energy: -0.03 eV
LUMO energy: 3.46 eV
max |F|: 0.540 eV Å⁻¹
HOMO-LUMO gap: 0.12816 Ha
relative energy (zero: lowest compared OMol25 entry of this formula, charge and spin): 0.285 eV
E_tot: -7737.14847 Ha

ORCA input file:
```
! RIJCOSX wB97M-V def2-TZVPD def2/J DEFGRID3
* xyz -2 1
Pb 0.2083 -0.2926 -0.1312
C -3.4712 0.0616 3.2432
C -3.2158 -1.2142 4.0643
S -1.9584 -2.3064 3.3563
C -0.8637 -2.5547 4.7760
C -0.1937 -1.3090 5.3580
S 0.7653 -0.3828 4.1360
C 0.1547 1.2968 4.4254
C -1.3535 1.5234 4.2728
S -2.0390 1.0006 2.6752
H -4.1263 0.7220 3.8178
H -3.9920 -0.1896 2.3172
H -4.1538 -1.7699 4.1304
H -2.9229 -0.9600 5.0836
H -0.0956 -3.2278 4.3864
H -1.3949 -3.0916 5.5668
H 0.4722 -1.6167 6.1679
H -0.9382 -0.6440 5.7939
H 0.6947 1.8968 3.6919
H 0.4671 1.6217 5.4207
H -1.5534 2.5897 4.3973
H -1.8922 1.0008 5.0637
O -0.5272 -7.1926 -1.1702
C -0.6569 -5.9644 -0.5953
C 0.4341 -5.2141 -0.1870
C 0.1952 -3.9727 0.3744
N -1.0303 -3.4672 0.5379
C -2.0347 -4.2027 0.1405
Br -3.7676 -3.4376 0.3635
C -1.9359 -5.4644 -0.4321
H 0.4120 -7.3860 -1.2743
H 1.4501 -5.5711 -0.3195
H 1.0168 -3.3313 0.6696
H -2.8029 -6.0177 -0.7612
S 1.6324 0.2573 -2.4383
C 0.5496 -0.8689 -3.2173
C 0.2870 -0.8131 -4.6012
C -0.5885 -1.7085 -5.1679
C -1.1997 -2.6769 -4.3711
C -0.9103 -2.6628 -3.0251
N -0.0676 -1.7929 -2.4552
H 0.7539 -0.0309 -5.1844
H -0.8263 -1.6417 -6.2232
H -1.9129 -3.3823 -4.7778
H -1.3942 -3.3636 -2.3506
C -1.6018 0.6328 -1.0839
C -2.0633 1.2524 -2.0435
C -2.6653 1.9430 -3.1268
C -2.3641 3.3678 -3.2528
C -1.9871 4.1229 -2.1198
C -1.6540 5.4628 -2.2048
C -1.6719 6.1376 -3.4259
C -2.0081 5.4111 -4.5627
C -2.3374 4.0642 -4.4827
C -3.4964 1.2020 -4.0327
C -3.5275 -0.2229 -3.9938
C -4.3163 -0.9716 -4.8466
C -5.1544 -0.3738 -5.7924
C -5.1821 1.0186 -5.8219
C -4.3929 1.7844 -4.9769
H -1.9375 3.6134 -1.1635
H -1.3638 5.9905 -1.3016
H -1.4058 7.1863 -3.4907
H -1.9882 5.8932 -5.5359
H -2.5350 3.5208 -5.3960
H -2.8912 -0.7194 -3.2701
H -4.2767 -2.0555 -4.7757
H -5.7660 -0.9660 -6.4632
H -5.8471 1.5253 -6.5159
H -4.4939 2.8588 -5.0114
O 4.2092 1.2939 4.1002
S 4.2607 1.7439 2.7318
O 5.4260 1.4142 1.9595
N 2.8941 1.3400 1.9360
C 2.1346 2.3844 1.6765
S 0.6160 2.3779 0.9534
C 2.7480 3.6981 2.1415
C 2.2203 4.9726 2.0697
C 2.9637 6.0234 2.5988
C 4.2065 5.7968 3.1851
C 4.7312 4.5140 3.2586
C 3.9740 3.4879 2.7219
H 1.2566 5.1269 1.5996
H 2.5710 7.0318 2.5539
H 4.7698 6.6305 3.5871
H 5.6967 4.3220 3.7088
S 5.1305 -3.1733 -1.5898
C 3.4428 -2.7269 -1.5414
N 2.9783 -2.4031 -0.3953
C 3.9781 -2.4671 0.5762
C 3.8004 -2.1191 1.9154
C 4.8760 -2.2282 2.7727
C 6.1228 -2.6738 2.3089
C 6.3158 -3.0037 0.9822
C 5.2263 -2.8915 0.1159
H 2.8508 -2.7091 -2.4504
H 2.8452 -1.7225 2.2445
H 4.7646 -1.9164 3.8025
H 6.9570 -2.7309 2.9972
H 7.2871 -3.3195 0.6225
*
```